{"formula": "C37H74O17", "method": "the ωB97M-V functional and the def2-TZVPD basis", "e_lumo_ha": -0.01132, "total_energy_ha": -2732.27301, "charge": 0, "relative_energy_kj_mol": 2772.98, "species": ["O", "C", "O", "C", "C", "C", "H", "H", "H", "H", "H", "H", "H", "H", "O", "C", "O", "C", "C", "C", "H", "H", "H", "H", "H", "H", "H", "H", "O", "C", "O", "C", "C", "C", "H", "H", "H", "H", "H", "H", "H", "H", "O", "C", "O", "C", "C", "C", "H", "H", "H", "H", "H", "H", "H", "H", "O", "C", "O", "C", "C", "C", "H", "H", "H", "H", "H", "H", "H", "H", "O", "C", "O", "C", "C", "C", "H", "H", "H", "H", "H", "H", "H", "H", "O", "C", "O", "C", "C", "C", "H", "H", "H", "H", "H", "H", "H", "H", "C", "C", "O", "C", "H", "H", "H", "H", "H", "H", "C", "C", "O", "C", "H", "H", "H", "H", "H", "H", "C", "C", "O", "C", "H", "H", "H", "H", "H", "H"], "xyz": [[23.3395, -7.7188, 41.0526], [22.3756, -8.4124, 41.5753], [21.1756, -8.0812, 41.3266], [20.8513, -6.8859, 40.5633], [19.4210, -6.7185, 40.4978], [22.5010, -9.5649, 42.3666], [21.4742, -6.8671, 39.6314], [21.1580, -6.0751, 41.0729], [18.9816, -6.0612, 41.3554], [18.9254, -7.6148, 40.3218], [19.2664, -6.0913, 39.5988], [23.5947, -9.7228, 42.6751], [22.3017, -10.4510, 41.9732], [21.9247, -9.3805, 43.3008], [26.2379, -1.6644, 36.2513], [25.0711, -2.0301, 36.4168], [24.5668, -3.2422, 36.1254], [25.2646, -4.2547, 35.4356], [24.7328, -5.6354, 35.7705], [24.1314, -1.0963, 37.1495], [26.0946, -3.9819, 35.7993], [25.3428, -3.9385, 34.3288], [23.7764, -5.4999, 35.3521], [24.6593, -6.0619, 36.7268], [25.3104, -6.3872, 35.0265], [23.5804, -0.4102, 36.4829], [24.3477, -0.5358, 37.9253], [23.3298, -1.7313, 37.7619], [28.8459, -10.6840, 39.5886], [28.1174, -10.7149, 38.5777], [27.8412, -9.6087, 38.0188], [28.4865, -8.3743, 38.2030], [28.2443, -7.4952, 37.0393], [27.4863, -12.0258, 37.9692], [29.5892, -8.6349, 38.1589], [28.3157, -8.0204, 39.1870], [27.1634, -7.1319, 36.8263], [28.5495, -7.9218, 36.1538], [28.6585, -6.4699, 37.2508], [28.0700, -12.2894, 37.1111], [26.5433, -11.7874, 37.7228], [27.1518, -12.7591, 38.6794], [20.2665, -1.8902, 34.0860], [20.8932, -2.4768, 34.9324], [20.4956, -2.8434, 36.1599], [19.1303, -2.6710, 36.6453], [18.9896, -2.9242, 38.0550], [22.2940, -3.0033, 34.6173], [18.6448, -3.5842, 36.0550], [18.6573, -1.7349, 36.2003], [18.0820, -2.9687, 38.5113], [19.2537, -2.3542, 38.6178], [19.5445, -3.7907, 38.5196], [22.3556, -4.1421, 34.6877], [23.0485, -2.6830, 35.3428], [22.7617, -2.9606, 33.5693], [26.5944, -4.9856, 42.1304], [26.8526, -5.3219, 40.9245], [28.0176, -5.3445, 40.3038], [29.1932, -4.9418, 40.9274], [30.4568, -5.0131, 40.0875], [25.7535, -5.8489, 40.1567], [29.3158, -5.4827, 41.8210], [29.2045, -3.9689, 41.2671], [30.7780, -6.0314, 39.7408], [31.0711, -4.4872, 40.2942], [30.3178, -4.7482, 39.0988], [25.4413, -5.0765, 39.4730], [24.8087, -5.9966, 40.6956], [25.8866, -6.6849, 39.7643], [28.5718, -0.8272, 39.9227], [27.3030, -0.5642, 40.0545], [26.5375, 0.2715, 39.4766], [27.1973, 1.3886, 38.8596], [26.4101, 2.6610, 38.8247], [26.4406, -1.7931, 40.7458], [27.5431, 1.0868, 37.8314], [28.0371, 1.6268, 39.3313], [25.3328, 2.6086, 38.4041], [27.0014, 3.3686, 38.2690], [26.1767, 3.0968, 39.8136], [27.1034, -2.4179, 41.4400], [26.0251, -2.5237, 40.0503], [25.5262, -1.4493, 41.2655], [21.8691, -5.7227, 37.7190], [22.9863, -5.3227, 37.8326], [24.1331, -6.0840, 37.8632], [24.0442, -7.5037, 37.7645], [25.4612, -8.1316, 37.6583], [23.3065, -3.8320, 37.7646], [23.5883, -7.6560, 36.7785], [23.3521, -7.9142, 38.5209], [25.3921, -9.2666, 37.5549], [26.0542, -7.9279, 38.4597], [26.0043, -7.7725, 36.9229], [22.5198, -3.1757, 37.4732], [23.7127, -3.9245, 36.7513], [23.9569, -3.6341, 38.6150], [24.4746, -2.2750, 42.6008], [23.6527, -2.0315, 41.2280], [24.0945, -1.3567, 40.2884], [22.2916, -2.7557, 41.2056], [25.4056, -2.7407, 42.2658], [23.9422, -2.9554, 43.4799], [24.8931, -1.3215, 42.9784], [21.6382, -2.0072, 41.5798], [22.1663, -3.6395, 41.6157], [21.9563, -3.0023, 40.1697], [25.1756, -10.7374, 34.6067], [25.7604, -10.3927, 33.2311], [24.8920, -9.9007, 32.2777], [27.1980, -10.5496, 32.9560], [25.7365, -10.3049, 35.4015], [24.9257, -11.7294, 34.7216], [24.2811, -10.1892, 34.6917], [27.3915, -11.7065, 33.0315], [27.8823, -9.8616, 33.6212], [27.4299, -10.1330, 31.9908], [23.8525, -13.6248, 37.6028], [24.2252, -12.4077, 38.4302], [25.3236, -11.7269, 37.9542], [23.3739, -11.9209, 39.6309], [22.9137, -13.9551, 38.0481], [24.5283, -14.1288, 37.3245], [23.2834, -13.2910, 36.7319], [22.2774, -12.1430, 39.2762], [23.8411, -10.8198, 39.8845], [23.7076, -12.5352, 40.2744]], "forces_ev_per_a": [[-2.8, -2.7, 2.1], [4.9, 4.7, -4.5], [-3.2, 0.4, 0.1], [2.2, -2.1, -1.4], [-1.9, 3.1, -0.2], [3.5, 1.1, 5.3], [-1.1, -0.4, 0.6], [1.9, 2.6, 2.1], [0.7, -1.7, -1.2], [-1.2, -1.5, 0.0], [-0.2, -0.2, 0.3], [-1.4, 0.7, -0.3], [-1.7, -3.6, -2.1], [0.2, -0.5, -0.6], [-1.9, -1.6, -0.5], [3.1, 2.3, 1.2], [2.6, 4.5, -4.0], [-2.4, -0.4, -3.4], [3.2, -0.2, -7.4], [-5.0, -4.1, -2.3], [7.7, 0.3, 2.1], [-0.7, -0.9, 1.4], [-1.8, -1.0, -0.5], [2.0, 1.2, -1.7], [-1.3, 1.7, 1.3], [0.2, -0.6, -0.2], [3.1, 2.7, 3.5], [1.4, 1.6, -2.0], [-1.0, -0.7, -1.4], [2.3, -3.2, 4.2], [-2.7, 1.1, -3.6], [2.9, -1.5, -0.1], [-2.7, 4.1, 1.1], [5.5, 2.0, 1.4], [-0.9, 0.4, 0.4], [-0.5, 0.7, 0.8], [2.7, -0.7, 0.6], [1.2, -0.8, -1.9], [0.5, -1.2, -0.4], [0.5, -0.7, -0.2], [0.2, 1.0, -2.5], [1.5, -0.7, 0.7], [-0.7, 0.2, 0.9], [0.7, -0.5, -1.7], [0.6, 0.7, 0.9], [-1.6, -1.9, -5.2], [-1.8, -11.9, -7.3], [1.2, -2.1, -0.6], [0.3, 2.0, 1.2], [0.8, -1.0, 0.9], [-3.7, -0.9, -0.2], [6.7, 13.2, 10.6], [-0.5, 0.0, -1.4], [-0.7, 1.2, 0.5], [-1.0, 0.2, -0.7], [-1.4, 1.1, 1.3], [2.3, -0.3, -3.7], [-1.3, 0.4, 5.7], [-0.6, 0.0, -1.2], [2.0, -0.5, 0.1], [-13.5, -13.6, -5.6], [-3.2, 6.6, 2.6], [0.1, -1.2, 1.1], [-0.9, 2.5, 0.5], [0.2, 0.3, 1.6], [13.9, 11.2, 5.8], [-1.4, 1.5, -2.3], [0.4, 0.0, -0.9], [0.7, 0.2, 0.7], [1.7, -6.9, -4.0], [-5.1, 2.8, 0.4], [4.1, -7.8, 0.8], [-0.4, 2.4, -0.3], [-2.2, -0.7, -3.5], [-3.2, 0.1, 0.2], [2.2, 1.3, 1.0], [-0.7, 0.1, 0.8], [3.7, 0.4, 2.4], [1.9, -0.2, 0.0], [0.0, 0.4, -0.3], [0.7, -0.3, -0.1], [-0.5, 1.3, -1.0], [0.5, 0.4, -0.7], [2.9, 0.6, -0.9], [-0.8, -1.9, -0.3], [-0.6, 2.7, 1.0], [-2.8, -0.2, 6.7], [-0.4, -1.4, -0.8], [-5.3, -3.2, 2.0], [-1.8, -5.4, 2.8], [-0.3, -0.4, 0.2], [0.7, 0.2, -0.1], [-0.1, 1.6, 0.2], [1.2, 0.2, 2.6], [1.0, 1.1, -3.9], [-1.3, -0.2, 1.0], [-1.0, -0.5, 2.6], [0.4, 0.8, -0.7], [-1.4, -0.9, 0.8], [0.3, -0.6, 0.4], [-3.3, -1.2, 1.8], [1.1, 3.8, -4.4], [-0.7, -0.9, 0.7], [1.1, 2.0, -2.6], [-0.8, -0.4, 0.2], [-1.0, 0.5, 0.6], [0.1, -4.0, 3.1], [0.4, 0.9, 0.3], [0.7, 2.5, -1.7], [-5.8, 3.0, -4.1], [5.3, -2.9, 5.5], [1.5, -0.3, 0.8], [1.1, -0.3, 0.7], [0.0, -2.4, 0.4], [-1.5, 0.6, -0.3], [0.3, 2.3, 0.0], [-1.4, -1.9, -0.5], [-0.1, -0.5, -0.7], [-11.1, 8.7, 4.4], [5.0, 3.8, -3.7], [-12.8, -2.5, 3.5], [-0.4, 5.3, -6.8], [0.7, -1.7, 0.7], [9.2, -7.5, -3.3], [0.7, 0.8, -0.6], [1.9, 1.0, 1.3], [-2.0, -2.6, -0.6], [1.6, -4.5, 5.6]], "lowdin_charge": [0.013, -0.550, 0.049, -0.211, -0.061, 0.012, 0.120, 0.079, 0.127, 0.060, 0.084, 0.140, 0.025, 0.125, 0.111, -0.430, -0.191, -0.144, -0.015, 0.043, 0.045, 0.178, 0.064, -0.078, 0.158, 0.113, 0.002, 0.103, 0.045, -0.484, -0.017, -0.217, -0.057, 0.042, 0.153, 0.112, 0.074, 0.055, 0.109, 0.089, -0.141, 0.094, 0.101, -0.520, -0.033, -0.166, -0.056, 0.034, 0.168, 0.149, 0.080, -0.073, 0.121, 0.105, 0.045, 0.125, 0.038, -0.469, 0.045, -0.182, 0.006, 0.032, 0.119, 0.102, 0.118, -0.077, 0.070, 0.093, 0.102, -0.014, -0.002, -0.416, 0.039, -0.211, -0.073, -0.007, 0.156, 0.070, 0.105, 0.072, 0.080, 0.099, 0.079, -0.003, 0.111, -0.467, -0.140, -0.133, -0.031, 0.008, 0.129, 0.120, 0.113, 0.029, -0.032, 0.069, -0.007, 0.103, -0.032, -0.357, -0.005, 0.008, 0.016, 0.149, 0.089, 0.084, 0.010, 0.086, -0.016, -0.355, -0.067, -0.055, 0.058, 0.056, 0.066, 0.134, 0.122, 0.063, 0.033, -0.216, -0.097, 0.011, 0.092, -0.028, 0.112, 0.139, 0.158, -0.007]}